Run w
A molecular structure, H20O10Xe, computed with ωB97M-V with the def2-TZVPD basis set.

Last column: Löwdin charge in e.
Atoms and positions in Å:
Xe (-9.39242, 11.69268, 15.12973)  0.454
O (-9.69243, 8.47368, 15.70021)  -0.127
H (-10.38625, 8.85991, 15.16573)  -0.008
H (-9.73193, 8.95311, 16.52774)  -0.041
O (-10.17151, 9.83464, 18.09366)  -0.054
H (-10.98908, 10.01090, 18.55922)  0.070
H (-9.52696, 9.69088, 18.78657)  0.062
O (-8.76516, 12.70138, 18.32113)  -0.098
H (-7.93313, 12.85811, 18.76766)  0.074
H (-9.05521, 11.84909, 18.64628)  0.022
O (-12.41952, 14.04776, 12.77932)  -0.047
H (-12.27473, 14.01507, 13.72494)  0.016
H (-11.57651, 14.31995, 12.41672)  0.018
O (-13.11631, 12.41983, 16.68224)  -0.084
H (-12.36434, 12.97426, 16.89054)  -0.048
H (-13.86509, 12.87744, 17.06453)  0.027
O (-7.64123, 15.02656, 16.80008)  -0.060
H (-7.98748, 15.01649, 15.90776)  -0.029
H (-8.00703, 14.24185, 17.20832)  -0.029
O (-8.90198, 15.10481, 14.29207)  -0.081
H (-9.01110, 14.80355, 13.39009)  0.041
H (-9.78396, 15.35034, 14.57145)  0.047
O (-9.31514, 8.58109, 12.66805)  -0.058
H (-9.73194, 7.74503, 12.87667)  0.035
H (-9.73146, 9.21037, 13.25705)  -0.043
O (-6.81407, 7.86056, 16.03248)  -0.061
H (-6.50484, 7.69187, 15.14245)  0.031
H (-7.62515, 8.35511, 15.91504)  -0.021
O (-11.15264, 13.92709, 17.80285)  -0.057
H (-11.36328, 14.31035, 18.65430)  0.063
H (-10.48597, 13.26761, 17.99484)  -0.016

Values from the calculation:
* Kohn-Sham gap: 10.373 eV
* highest occupied orbital energy: -0.398 hartree

=====

Run x
A molecular structure, H20O10Xe, computed with ωB97M-V with the def2-TZVPD basis set.

Last column: Löwdin charge in e.
Atoms and positions in Å:
Xe (-1.03792, -0.79295, 0.16800)  0.345
O (2.69008, -1.76275, -0.38581)  -0.047
H (2.26160, -2.55949, -0.07299)  0.062
H (2.60480, -1.14384, 0.33938)  0.050
O (0.33111, -0.92488, 3.90697)  -0.085
H (0.27463, -0.24689, 3.23364)  -0.057
H (-0.55266, -1.28936, 3.95527)  -0.038
O (-2.54102, -2.79669, -2.70960)  -0.088
H (-1.62575, -2.57405, -2.53945)  -0.053
H (-3.03237, -2.02616, -2.42484)  0.010
O (0.56458, 1.29927, 2.37913)  -0.097
H (0.16832, 1.85741, 1.71003)  -0.032
H (0.40379, 1.76043, 3.20236)  0.060
O (2.41740, 0.07315, -2.28074)  -0.065
H (2.62045, -0.55403, -1.58673)  -0.037
H (1.97748, 0.79460, -1.83105)  -0.026
O (-1.76562, -2.62696, 4.02764)  -0.040
H (-2.47066, -2.55864, 3.38383)  0.049
H (-2.08911, -2.14644, 4.78968)  0.053
O (0.19559, -2.24313, -3.01326)  -0.073
H (0.10103, -2.28418, -3.96489)  0.055
H (0.80066, -1.51674, -2.86332)  0.007
O (-1.17479, 1.97998, -2.73090)  -0.059
H (-0.53903, 2.03270, -2.01726)  -0.029
H (-0.95658, 2.71678, -3.30162)  0.037
O (1.28895, 2.31005, -0.95637)  -0.050
H (0.63767, 2.32296, -0.25501)  -0.012
H (2.10614, 2.56789, -0.52981)  0.071
O (-1.02025, 3.10838, 0.77517)  -0.047
H (-0.87076, 3.85487, 1.35536)  0.066
H (-1.76791, 3.36859, 0.23709)  0.069

Values from the calculation:
* Kohn-Sham gap: 10.116 eV
* highest occupied orbital energy: -0.387 hartree

=====

Run y
A molecular structure, H20O10Xe, computed with ωB97M-V with the def2-TZVPD basis set.

Last column: Löwdin charge in e.
Atoms and positions in Å:
Xe (13.52683, -12.88132, -14.02172)  0.352
O (13.33059, -14.63630, -9.83837)  -0.051
H (12.41305, -14.56632, -10.10194)  0.027
H (13.76605, -13.91394, -10.29092)  0.012
O (9.33499, -12.67233, -12.22453)  -0.064
H (8.69219, -12.07968, -11.83489)  0.033
H (10.17660, -12.23763, -12.08684)  -0.025
O (12.18416, -17.12382, -14.43103)  -0.050
H (12.05656, -16.29170, -14.88659)  0.017
H (13.11672, -17.31335, -14.53417)  0.020
O (15.28554, -15.04326, -16.18713)  -0.081
H (15.52223, -14.36507, -15.55447)  -0.082
H (15.13733, -15.82570, -15.65604)  0.026
O (15.99733, -10.23836, -13.01634)  -0.090
H (15.10313, -9.91172, -13.11603)  0.016
H (16.30767, -10.36566, -13.91285)  -0.023
O (10.65883, -10.29004, -15.48108)  -0.066
H (10.27286, -11.15685, -15.35494)  0.020
H (10.46079, -10.06928, -16.39118)  0.030
O (16.04454, -10.64707, -15.90657)  -0.053
H (15.93628, -11.56594, -15.66122)  -0.033
H (16.93728, -10.59333, -16.24768)  0.054
O (11.51422, -10.93984, -11.16624)  -0.053
H (11.20955, -11.33586, -10.34980)  0.047
H (12.41043, -11.26013, -11.26852)  0.009
O (14.07578, -12.38063, -18.27063)  -0.052
H (14.38633, -12.70365, -17.42479)  -0.015
H (13.18712, -12.72771, -18.34848)  0.030
O (17.18809, -13.22819, -14.79635)  -0.063
H (17.98841, -12.74650, -14.58732)  0.058
H (17.19316, -13.97391, -14.19626)  0.051

Values from the calculation:
* Kohn-Sham gap: 11.013 eV
* highest occupied orbital energy: -0.414 hartree

=====

Most stable structure: run x

=====

Run w
2 unconnected molecules or ions with the total composition CH5O3PS, computed with ωB97M-V with the def2-TZVPD basis set.

Last column: Löwdin charge in e.
Atoms and positions in Å:
C (-2.02083, -0.36167, 0.18419)  -0.027
O (1.32554, -0.85209, -0.28357)  -0.241
O (3.75207, -0.51092, 0.37372)  -0.319
O (-0.91297, 0.30689, -0.59604)  -0.175
P (2.55352, 0.20218, 0.02133)  0.212
S (2.00157, 2.02334, -0.14515)  0.322
H (-2.03592, -1.45098, -0.14469)  0.118
H (-2.77678, 0.29290, -0.04352)  0.047
H (-1.78600, -0.31494, 1.24466)  0.081
H (0.50630, -0.37068, -0.53769)  -0.032
H (-0.60650, 1.03597, -0.07324)  0.015

Values from the calculation:
* Kohn-Sham gap: 10.302 eV
* highest occupied orbital energy: -0.378 hartree
* SMILES string: O=P(O)=S.CO

=====

Run x
A single CH5O3PS molecule, computed with ωB97M-V with the def2-TZVPD basis set.

Last column: Löwdin charge in e.
Atoms and positions in Å:
C (-1.37586, -0.78015, -0.52397)  -0.218
O (0.91484, 1.30261, 1.55723)  -0.175
O (1.40832, 1.03557, -0.78523)  -0.183
O (-0.85177, 0.23851, 0.28618)  -0.295
P (0.75532, 0.15034, 0.42587)  0.164
S (1.35892, -1.71529, 0.57302)  0.300
H (-0.89144, -1.05836, -1.49979)  0.098
H (-2.29671, -0.35155, -0.86026)  0.076
H (-1.52739, -1.78390, -0.04074)  0.088
H (0.16252, 1.89951, 1.42943)  0.080
H (2.34324, 1.06270, -0.56173)  0.065

Values from the calculation:
* Kohn-Sham gap: 9.866 eV
* highest occupied orbital energy: -0.346 hartree
* SMILES string: COP(O)(O)=S

=====

Most stable structure: run x